(1)
The following is a quantum chemistry calculation of a cluster of 3 separate species, C2H9OS in total, from OMol25.

ORCA input file:
```
! wB97M-V def2-TZVPD RIJCOSX def2/J DEFGRID3
* xyz 1 1
O 1.8761 0.0610 2.1568
H 2.7402 -0.3461 2.3461
H -3.6439 4.6232 -0.3945
H 1.8122 0.9207 2.5832
C -0.1252 -2.0221 -1.3733
C -0.0403 -0.7549 -0.5491
S 1.3726 -0.1062 -0.5809
H -0.9565 -1.9755 -2.0917
H -0.3814 -2.8999 -0.7127
H 0.7592 -2.4732 -1.7929
H -3.9727 4.6071 0.2708
H -0.9284 -0.6166 0.0556
H 1.4880 0.9825 0.0825
*
```

For the total energy, the calculation gives -554.65502 hartree. As for the gap between HOMO and LUMO: 0.3651 hartree. The value obtained for the energy above the lowest of the compared OMol25 structures with the same formula, charge and spin is 59.62 kcal/mol.



(2)
The following is a quantum chemistry calculation of a cluster of 3 separate species, C2H9PSi in total, from OMol25.

ORCA input file:
```
! wB97M-V def2-TZVPD RIJCOSX def2/J DEFGRID3
* xyz 0 1
C -1.5748 0.8150 0.9891
C 1.0349 -0.8646 0.5129
Si -0.5094 -0.0353 -0.2831
P -1.1983 -1.2284 -2.1145
H -2.5415 0.5131 0.7898
H -1.2175 0.9749 2.0344
H -1.5401 1.8359 0.5265
H 1.7412 -1.1465 -0.3661
H 1.6412 -0.4067 1.3478
H 0.8311 -1.8530 0.8438
H 2.4727 0.7847 -1.3620
H 3.3021 1.2993 -0.9820
H -2.4416 -0.6886 -1.9365
*
```

For the total energy, the calculation gives -712.29514 hartree. As for the gap between HOMO and LUMO: 0.2627 hartree. The value obtained for the energy above the lowest of the compared OMol25 structures with the same formula, charge and spin is 89.75 kcal/mol.



(3)
The following is a quantum chemistry calculation of a structure of composition C2HBr2FO, from OMol25.

ORCA input file:
```
! wB97M-V def2-TZVPD RIJCOSX def2/J DEFGRID3
* xyz 0 1
C 1.4086 -0.2763 -0.3861
C -0.8911 0.0948 0.3541
O 2.2365 -0.5383 0.3318
F -1.2949 -0.9805 1.0318
Br -0.9030 1.6472 1.4413
Br -1.9289 0.2341 -1.1898
H 1.3729 -0.1811 -1.5831
*
```

For the total energy, the calculation gives -5399.81617 hartree. As for the gap between HOMO and LUMO (spin up / spin down): 0.2965 / 0.2968 hartree. The value obtained for the energy above the lowest of the compared OMol25 structures with the same formula, charge and spin is 69.80 kcal/mol.



(4)
The following is a quantum chemistry calculation of a structure of composition C2HBr2NO, from OMol25.

ORCA input file:
```
! wB97M-V def2-TZVPD RIJCOSX def2/J DEFGRID3
* xyz 0 1
C 0.5249 -0.7877 1.4537
C -0.6389 -0.0501 1.9275
N 0.2178 0.2125 0.6535
O 1.0032 -1.8651 1.5399
Br -0.5963 1.6252 2.8687
Br -2.4569 -0.6114 1.5789
H -0.1232 -0.0392 -0.2508
*
```

For the total energy, the calculation gives -5354.75857 hartree. As for the gap between HOMO and LUMO: 0.3735 hartree. The value obtained for the energy above the lowest of the compared OMol25 structures with the same formula, charge and spin is 26.01 kcal/mol.



(5)
The following is a quantum chemistry calculation of a cluster of 2 separate species, C2HBr3 in total, from OMol25.

ORCA input file:
```
! wB97M-V def2-TZVPD RIJCOSX def2/J DEFGRID3
* xyz 0 1
C -1.1626 0.1364 1.3938
C 0.6522 -0.6553 -1.1081
Br -1.9713 1.6192 0.9158
Br 1.6960 -1.9129 -0.2860
Br 1.2473 1.1355 -1.3599
H -0.4615 -0.3229 0.4444
*
```

For the total energy, the calculation gives -7798.57295 hartree. As for the gap between HOMO and LUMO (spin up / spin down): 0.2598 / 0.2598 hartree. The value obtained for the energy above the lowest of the compared OMol25 structures with the same formula, charge and spin is 147.64 kcal/mol.



(6)
The following is a quantum chemistry calculation of a structure of composition C2HBr4ClS, from OMol25.

ORCA input file:
```
! wB97M-V def2-TZVPD RIJCOSX def2/J DEFGRID3
* xyz 0 3
C 0.5824 0.7827 0.0174
C -0.5774 -0.2441 0.1151
S -0.6442 -1.7201 -1.1105
Cl 0.7837 -2.8806 -0.4159
Br 0.3267 2.2291 1.1970
Br 0.7002 1.4220 -1.8458
Br -0.5323 -0.8485 1.9146
Br -2.2519 0.6847 -0.2165
H 1.6128 0.5749 0.3448
*
```

For the total energy, the calculation gives -11231.08558 hartree. As for the gap between HOMO and LUMO (spin up / spin down): 0.2248 / 0.2689 hartree. The expectation value of S² is 2.01.



(7)
The following is a quantum chemistry calculation of a structure of composition C2HBr4F, from OMol25.

ORCA input file:
```
! wB97M-V def2-TZVPD RIJCOSX def2/J DEFGRID3
* xyz 0 1
C 0.1517 -0.4470 0.0497
C 0.2491 -1.7749 0.1877
F 0.5477 0.2159 -0.9909
Br 3.5985 0.8506 -1.3073
Br 1.3626 -2.9186 -0.8734
Br -0.6490 -2.5567 1.6126
Br 4.1835 -0.1895 0.6358
H -0.4804 -0.0069 0.8300
*
```

For the total energy, the calculation gives -10472.67357 hartree. As for the gap between HOMO and LUMO: 0.2932 hartree. The value obtained for the energy above the lowest of the compared OMol25 structures with the same formula, charge and spin is 11.86 kcal/mol.



(8)
The following is a quantum chemistry calculation of a structure of composition C2HBr5O, from OMol25.

ORCA input file:
```
! wB97M-V def2-TZVPD RIJCOSX def2/J DEFGRID3
* xyz 0 1
C 1.0589 -1.1062 0.0476
C 2.8384 0.5440 -0.0220
O 0.1350 -0.4463 0.7417
Br 1.8687 -2.4716 1.0466
Br 0.7036 -1.4953 -1.7759
Br 2.1053 1.9397 1.0502
Br 2.9370 0.9796 -1.8788
Br 4.3999 -0.2691 0.6697
H -0.1704 0.3746 0.3261
*
```

For the total energy, the calculation gives -13022.01587 hartree. As for the gap between HOMO and LUMO (spin up / spin down): 0.2898 / 0.2900 hartree. The value obtained for the energy above the lowest of the compared OMol25 structures with the same formula, charge and spin is 35.40 kcal/mol.



(9)
The following is a quantum chemistry calculation of a cluster of 2 separate species, C2HBrCl3O2P in total, from OMol25.

ORCA input file:
```
! wB97M-V def2-TZVPD RIJCOSX def2/J DEFGRID3
* xyz 0 1
C -0.8183 1.5192 -0.3726
C -1.3179 0.4207 -0.8819
O -0.2236 2.2786 0.2228
O -0.1108 -1.5419 -0.0417
P 1.0092 -0.9225 0.7294
Cl 2.1980 0.2105 -0.3466
Cl 0.2809 0.2363 2.2651
Cl 2.1412 -2.1912 1.7636
Br -0.7816 -0.1353 -2.6276
H -2.3771 0.1257 -0.7104
*
```

For the total energy, the calculation gives -4523.27173 hartree. As for the gap between HOMO and LUMO: 0.3112 hartree. The value obtained for the energy above the lowest of the compared OMol25 structures with the same formula, charge and spin is 26.17 kcal/mol.



(10)
The following is a quantum chemistry calculation of an isolated molecule of C2HBrF2O, from OMol25.

ORCA input file:
```
! wB97M-V def2-TZVPD RIJCOSX def2/J DEFGRID3
* xyz 0 1
C -0.3889 -0.2129 0.5855
C -1.6461 0.8289 0.3970
O -0.2163 -1.0609 1.4514
F -1.3178 1.7684 -0.4879
F -2.1486 1.3538 1.4753
Br -3.0077 -0.4535 -0.3133
H 0.0463 -0.1861 -0.3601
*
```

For the total energy, the calculation gives -2925.75580 hartree. As for the gap between HOMO and LUMO: 0.3794 hartree. The value obtained for the energy above the lowest of the compared OMol25 structures with the same formula, charge and spin is 17.17 kcal/mol.



(11)
The following is a quantum chemistry calculation of a cluster of 2 separate species, C2HBrN2O in total, from OMol25.

ORCA input file:
```
! wB97M-V def2-TZVPD RIJCOSX def2/J DEFGRID3
* xyz 0 1
C 0.6785 1.6714 -0.7379
C -0.8942 -1.2630 0.2676
N -0.3080 1.9268 -0.2190
N 0.0438 -1.3021 0.9647
O 0.7022 -1.6790 1.8528
Br -1.8130 -0.5297 -1.0337
H 1.5908 1.1755 -1.0944
*
```

For the total energy, the calculation gives -2835.41354 hartree. As for the gap between HOMO and LUMO: 0.3538 hartree. The value obtained for the energy above the lowest of the compared OMol25 structures with the same formula, charge and spin is 79.44 kcal/mol.



(12)
The following is a quantum chemistry calculation of a cluster of 2 separate species, C2HBrN2O2 in total, from OMol25.

ORCA input file:
```
! wB97M-V def2-TZVPD RIJCOSX def2/J DEFGRID3
* xyz 0 1
C 0.3672 -0.7461 1.1236
C -0.2200 -0.2965 -0.0743
N 0.8286 -1.1734 2.0823
N -0.3311 1.1256 -0.3252
O 0.3785 1.8391 0.3407
O -1.1374 1.4693 -1.1517
Br -1.5173 -1.3346 -0.9095
H 1.6314 -0.8834 -1.0858
*
```

For the total energy, the calculation gives -2910.54516 hartree. As for the gap between HOMO and LUMO (spin up / spin down): 0.3036 / 0.3220 hartree. The value obtained for the energy above the lowest of the compared OMol25 structures with the same formula, charge and spin is 153.41 kcal/mol.



(13)
The following is a quantum chemistry calculation of an isolated molecule of C2HBrN2O2, from OMol25.

ORCA input file:
```
! wB97M-V def2-TZVPD RIJCOSX def2/J DEFGRID3
* xyz 0 1
C 0.5361 0.1753 0.8163
C -0.1495 -0.4826 -0.0880
N 0.9839 0.6543 1.8030
N -0.9884 0.1513 -1.0399
O -1.2462 1.3047 -0.7737
O -1.3401 -0.4613 -2.0107
Br 0.2920 -2.2608 -0.5292
H 1.9123 0.9191 1.8221
*
```

For the total energy, the calculation gives -2910.65584 hartree. As for the gap between HOMO and LUMO: 0.3415 hartree. The value obtained for the energy above the lowest of the compared OMol25 structures with the same formula, charge and spin is 83.95 kcal/mol.



(14)
The following is a quantum chemistry calculation of a cluster of 2 separate species, C2HBrN2O2 in total, from OMol25.

ORCA input file:
```
! wB97M-V def2-TZVPD RIJCOSX def2/J DEFGRID3
* xyz 0 1
C 5.3440 -1.3878 0.0383
C 3.4750 1.5675 0.7096
N 4.8843 -0.3293 0.3921
N 3.7835 0.4042 0.1384
O 5.8897 -2.4082 -0.1133
O 2.8170 2.4160 1.1264
Br -1.5578 -1.3659 0.4522
H -1.5049 -2.7490 0.6273
*
```

For the total energy, the calculation gives -2910.74623 hartree. As for the gap between HOMO and LUMO: 0.3518 hartree. The value obtained for the energy above the lowest of the compared OMol25 structures with the same formula, charge and spin is 27.23 kcal/mol.



(15)
The following is a quantum chemistry calculation of an isolated molecule of C2HBrO, from OMol25.

ORCA input file:
```
! wB97M-V def2-TZVPD RIJCOSX def2/J DEFGRID3
* xyz 0 1
C 0.6764 -0.4929 0.0029
C -0.1230 0.3835 0.2233
O 1.1057 -1.5100 -0.0444
Br -1.9642 0.3127 -0.1394
H 0.3051 1.3068 -0.0424
*
```

For the total energy, the calculation gives -2725.97473 hartree. As for the gap between HOMO and LUMO: 0.3310 hartree. The value obtained for the energy above the lowest of the compared OMol25 structures with the same formula, charge and spin is 26.66 kcal/mol.



(16)
The following is a quantum chemistry calculation of a cluster of 2 separate species, C2HBrO2 in total, from OMol25.

ORCA input file:
```
! wB97M-V def2-TZVPD RIJCOSX def2/J DEFGRID3
* xyz 0 1
C 1.7084 -0.1702 -1.3579
C 0.7610 1.1759 1.4902
O 0.8976 -0.9856 -1.2505
O 1.0816 0.8739 0.4169
Br 2.3037 1.5250 2.8691
H 2.0912 0.3818 -2.1451
*
```

For the total energy, the calculation gives -2801.14289 hartree. As for the gap between HOMO and LUMO (spin up / spin down): 0.3741 / 0.1858 hartree. The value obtained for the energy above the lowest of the compared OMol25 structures with the same formula, charge and spin is 58.48 kcal/mol.



(17)
The following is a quantum chemistry calculation of a cluster of 2 separate species, C2HBrO3 in total, from OMol25.

ORCA input file:
```
! wB97M-V def2-TZVPD RIJCOSX def2/J DEFGRID3
* xyz 0 1
C 1.7049 2.1385 -0.0809
C -0.6942 0.1611 0.6105
O 2.7175 2.6100 0.1479
O -0.3520 0.3084 1.7285
O 0.6836 1.6698 -0.3187
Br -2.3312 0.9265 -0.0725
H -0.2475 -0.4937 -0.1417
*
```

For the total energy, the calculation gives -2876.56147 hartree. As for the gap between HOMO and LUMO: 0.4081 hartree. The value obtained for the energy above the lowest of the compared OMol25 structures with the same formula, charge and spin is 5.30 kcal/mol.



(18)
The following is a quantum chemistry calculation of a structure of composition C2HCl2N2O, from OMol25.

ORCA input file:
```
! wB97M-V def2-TZVPD RIJCOSX def2/J DEFGRID3
* xyz 1 1
C 0.8562 0.7944 -0.8321
C 0.2083 0.0512 0.1843
N 4.5934 -0.2418 -0.3181
N 3.5953 0.1239 -0.0822
O 1.5646 1.4016 -1.4635
Cl 0.5773 1.3560 1.4254
Cl 1.1923 -1.5145 0.3215
H -0.9132 -0.3178 0.2307
*
```

For the total energy, the calculation gives -1181.61033 hartree. As for the gap between HOMO and LUMO: 0.3695 hartree. The value obtained for the energy above the lowest of the compared OMol25 structures with the same formula, charge and spin is 12.02 kcal/mol.



(19)
The following is a quantum chemistry calculation of a cluster of 2 separate species, C2HCl2O3 in total, from OMol25.

ORCA input file:
```
! wB97M-V def2-TZVPD RIJCOSX def2/J DEFGRID3
* xyz -1 1
C -0.2971 0.9265 1.9453
C -0.1502 0.0002 -1.0370
O -0.1471 0.0585 2.6806
O -0.4441 1.9454 1.4336
O 1.0775 -0.3465 -0.5925
Cl 0.0432 -0.2124 -3.0031
Cl -1.5940 -1.1908 -0.6447
H 1.5117 -1.1809 -0.7821
*
```

For the total energy, the calculation gives -1222.94590 hartree. As for the gap between HOMO and LUMO: 0.2359 hartree. The value obtained for the energy above the lowest of the compared OMol25 structures with the same formula, charge and spin is 52.46 kcal/mol.



(20)
The following is a quantum chemistry calculation of an isolated molecule of C2HCl3S, from OMol25.

ORCA input file:
```
! wB97M-V def2-TZVPD RIJCOSX def2/J DEFGRID3
* xyz 0 1
C -0.0923 -0.3712 -0.1635
C 0.3123 1.0574 -0.5447
H 0.4551 1.2903 -1.6234
S 0.5909 2.2792 0.4382
Cl -0.4288 -0.4313 1.5770
Cl 1.3684 -1.3365 -0.6564
Cl -1.6002 -0.6953 -0.9875
*
```

For the total energy, the calculation gives -1855.52868 hartree. As for the gap between HOMO and LUMO: 0.3115 hartree. The value obtained for the energy above the lowest of the compared OMol25 structures with the same formula, charge and spin is 4.07 kcal/mol.